[1]
# C3H26NO12

A 11-piece molecular cluster, C3H26NO12 overall at a distorted geometry (ωB97M-V/def2-TZVPD, the OMol25 dataset).

Element x y z (Å)
H1 -0.509 -1.725 1.279
H2 -3.401 1.878 -0.741
H3 3.903 -0.498 -2.069
O1 4.061 0.392 -2.405
H4 -1.622 0.620 -2.671
O2 1.729 -3.019 -0.492
H5 2.374 -1.568 2.727
O3 1.761 -2.191 2.332
O4 0.068 0.744 2.817
H6 -1.966 -1.685 1.129
O5 -1.262 -2.316 1.336
H7 1.667 -3.804 0.063
O6 0.265 -2.424 -2.875
O7 -0.138 1.311 -0.496
N1 -3.617 0.064 -2.293
H8 2.333 0.596 -0.196
H9 0.065 0.921 1.872
H10 1.391 2.031 -0.813
O8 -1.836 0.615 0.759
H11 3.672 0.962 -1.725
H12 2.650 2.591 0.028
H13 -2.986 1.784 -3.168
H14 -4.300 0.315 -1.590
H15 -3.879 -0.359 2.218
C1 -1.355 1.274 -0.217
C2 -2.374 1.907 -1.123
H16 0.775 -2.355 -2.047
H17 1.151 -0.204 0.309
H18 3.313 1.186 1.863
O9 2.885 1.444 2.683
H19 0.958 -1.693 2.171
H20 -2.293 3.000 -1.139
O10 -4.188 0.304 1.598
H21 -0.826 0.415 2.959
O11 2.099 -0.112 0.459
H22 -3.228 -0.802 -1.931
H23 1.847 -2.339 0.190
O12 2.363 2.159 -0.775
H24 0.412 -1.560 -3.262
H25 -3.362 0.636 1.131
C3 -2.576 1.077 -2.448
H26 1.994 1.156 2.420

Properties
- E_LUMO (eV) = 2.7971
- charge = -1
- highest occupied orbital energy (eV) = -6.7
- Kohn-Sham gap (eV) = 9.511
- energy above the lowest of the compared OMol25 structures with the same formula, charge and spin (eV) = 1.668


[2]
# C4H10N2O

A 2-piece molecular cluster, C4H10N2O overall at a distorted geometry (ωB97M-V/def2-TZVPD, the OMol25 dataset).

Element x y z (Å)
N1 -0.274 1.543 -0.370
O1 -1.454 -1.621 -0.287
H1 0.444 1.736 0.277
C1 -0.821 -0.415 0.332
H2 1.645 -1.159 -1.138
C2 1.491 -0.214 -0.812
N2 1.562 -0.393 0.886
H3 2.574 -0.409 1.262
H4 -1.612 1.301 1.346
H5 -2.339 1.040 -0.026
H6 -0.206 -0.628 1.249
H7 -0.593 -0.042 -1.766
C3 -1.386 0.892 0.468
H8 1.058 -1.395 0.985
C4 0.123 0.121 -0.866
H9 -2.598 -0.950 -0.493
H10 2.388 0.595 -1.048

Properties
- E_LUMO (eV) = 0.4980
- charge = 0
- highest occupied orbital energy (eV) = -8.5
- Kohn-Sham gap (eV) = 9.017
- energy above the lowest of the compared OMol25 structures with the same formula, charge and spin (eV) = 7.821


[3]
# C8H32O8

A 8-piece molecular cluster, C8H32O8 overall at a distorted geometry (ωB97M-V/def2-TZVPD, the OMol25 dataset).

Element x y z (Å)
H1 1.249 -4.161 -0.669
H2 -4.684 0.957 0.980
H3 0.938 -5.861 1.167
H4 -4.379 2.256 -0.035
C1 3.554 -2.490 -1.999
H5 4.587 -2.147 -2.058
H6 2.863 -1.736 -1.621
O1 0.447 -5.037 1.120
H7 0.641 1.323 -0.858
H8 -5.230 2.605 1.557
C2 -2.581 2.369 -2.909
C3 1.266 -4.048 0.415
H9 0.932 -3.025 0.587
C4 4.024 0.192 1.674
H10 3.403 -3.392 -1.407
O2 -2.288 -1.564 1.336
O3 -1.089 0.633 0.088
H11 -1.237 -2.501 2.881
O4 -0.355 3.870 -0.875
C5 0.399 0.674 -0.016
H12 0.939 1.053 0.851
H13 -1.938 -3.629 1.673
O5 -3.201 2.044 1.700
O6 4.507 1.161 0.739
H14 0.796 -0.317 -0.237
C6 -0.187 4.430 0.426
H15 -2.590 2.283 -3.995
H16 -2.045 3.285 -2.662
H17 4.172 -0.777 1.198
O7 3.069 -2.771 -3.282
O8 -1.942 1.191 -2.509
H18 -1.045 4.254 -1.421
H19 0.081 5.486 0.432
H20 2.935 0.140 1.651
H21 -2.835 -2.745 2.925
H22 -2.560 -1.904 0.480
H23 -3.572 2.371 -2.454
C7 -4.475 2.026 1.026
H24 4.555 0.148 2.624
H25 2.262 -4.203 0.830
H26 -1.654 1.227 -1.594
H27 -2.463 2.016 1.086
H28 3.431 -2.098 -3.864
H29 -1.087 4.373 1.039
H30 0.604 3.928 0.984
C8 -2.049 -2.668 2.173
H31 -1.424 -0.096 0.615
H32 5.256 0.877 0.210

Properties
- E_LUMO (alpha / beta) (eV) = -2.5918 / -9.7393
- expectation value of S² = 0.76
- spin multiplicity = 2
- charge = +1
- highest occupied orbital energy (alpha / beta) (eV) = -12.3 / -12.3
- Kohn-Sham gap (alpha / beta) (eV) = 9.719 / 2.571
- energy above the lowest of the compared OMol25 structures with the same formula, charge and spin (eV) = 3.057


[4]
# C30H38N5O3

C30H38N5O3 as an isolated structure at a distorted geometry (ωB97M-V/def2-TZVPD, the OMol25 dataset).

Element x y z (Å)
O1 5.113 3.520 -0.411
H1 -0.872 -0.320 0.143
C1 -0.578 -3.476 1.968
H2 -7.596 1.667 -2.255
H3 0.395 4.469 -1.233
H4 -0.779 -2.412 1.800
C2 5.665 -1.142 -0.036
C3 -2.959 3.094 0.423
H5 -0.666 -3.667 3.041
H6 -1.462 5.692 -0.726
H7 -1.345 5.731 1.045
C4 -0.310 0.603 0.060
C5 1.098 -3.959 -2.055
C6 -3.228 0.888 -0.789
C7 1.013 -5.341 1.774
H8 3.898 -2.368 0.060
C8 4.287 -1.360 -0.076
H9 -5.113 1.606 -2.582
H10 1.474 -1.685 0.346
H11 0.676 4.560 1.120
H12 1.007 2.798 -1.355
N1 1.006 -3.579 0.071
C9 -0.577 3.112 0.118
C10 -4.732 0.810 -0.625
H13 -7.075 -0.050 1.695
N2 -1.837 3.849 0.222
H14 -1.327 -4.103 1.456
C11 3.340 -0.303 -0.222
H15 1.733 -3.283 3.354
C12 0.110 3.412 -1.218
H16 2.889 -3.401 2.035
H17 -2.948 5.584 0.263
C13 2.302 -1.945 -2.842
C14 -7.499 0.819 -0.254
H18 -8.580 0.833 -0.105
C15 0.678 -4.476 -0.915
H19 1.025 -5.512 2.848
O2 -4.090 3.540 0.613
H20 0.187 -5.955 1.377
H21 6.354 -1.982 0.099
H22 3.161 -1.384 -2.429
H23 1.202 2.885 1.384
C16 -5.277 0.300 0.558
H24 1.765 -1.968 2.174
C17 1.450 -2.462 -0.481
H25 -2.798 -0.124 -0.855
C18 -1.897 5.295 0.201
H26 1.491 1.524 0.014
C19 1.913 -0.540 -0.329
C20 3.898 1.023 -0.208
C21 -6.662 0.316 0.752
C22 5.297 1.214 -0.229
O3 7.121 2.645 -0.410
C23 1.877 -3.052 2.291
C24 -5.570 1.255 -1.652
H27 -0.602 3.223 -2.033
N3 -1.065 1.722 0.179
H28 0.248 -5.417 -0.705
H29 1.112 -4.382 -3.024
H30 2.666 -2.695 -3.545
H31 -2.977 1.394 -1.738
H32 -0.235 3.497 2.232
H33 -4.602 -0.075 1.332
C25 -6.954 1.283 -1.460
C26 1.059 0.546 -0.104
N4 5.871 2.523 -0.350
H34 3.322 1.950 -0.201
H35 1.595 -1.292 -3.374
H36 7.269 0.330 -0.219
C27 6.194 0.142 -0.176
C28 0.828 -3.856 1.535
C29 0.327 3.531 1.289
H37 1.991 -5.701 1.418
C30 -2.527 1.624 0.359
H38 -2.786 1.145 1.330
N5 1.615 -2.685 -1.756

Properties
- E_LUMO (eV) = -3.6453
- charge = +1
- highest occupied orbital energy (eV) = -9.5
- Kohn-Sham gap (eV) = 5.818
- energy above the lowest of the compared OMol25 structures with the same formula, charge and spin (eV) = 4.611


[5]
# CH5N3O2S

An isolated molecule of CH5N3O2S at a distorted geometry (ωB97M-V/def2-TZVPD, the OMol25 dataset).

Element x y z (Å)
N1 0.900 -0.733 -0.035
N2 -1.003 0.350 1.252
H1 0.716 1.255 0.097
S1 -2.152 -0.073 -0.019
H2 0.800 -1.667 0.345
H3 -1.108 1.248 -1.558
H4 -0.768 -0.151 2.099
N3 -0.883 0.385 -0.961
O1 -2.371 -1.441 -0.079
H5 1.926 -0.628 -0.079
O2 -3.308 0.737 0.014
C1 0.044 0.378 0.178

Properties
- E_LUMO (eV) = 0.6227
- charge = 0
- highest occupied orbital energy (eV) = -9.8
- Kohn-Sham gap (eV) = 10.413
- energy above the lowest of the compared OMol25 structures with the same formula, charge and spin (eV) = 1.746


[6]
# C2H2BrCl2NO

A 2-piece molecular cluster, C2H2BrCl2NO overall at a distorted geometry (ωB97M-V/def2-TZVPD, the OMol25 dataset).

Element x y z (Å)
O1 -0.563 -0.439 1.981
Cl1 1.629 -0.877 -1.636
Br1 -3.457 0.375 -0.303
H1 2.143 -0.469 0.687
C1 -0.660 -0.143 0.843
N1 -1.245 0.020 -0.214
Cl2 1.671 1.560 -0.160
H2 -0.948 0.140 -1.124
C2 1.429 -0.166 -0.074

Properties
- E_LUMO (alpha / beta) (eV) = -2.3690 / -1.9530
- charge = 0
- highest occupied orbital energy (alpha / beta) (eV) = -9.1 / -9.9
- Kohn-Sham gap (alpha / beta) (eV) = 6.739 / 7.910
- energy above the lowest of the compared OMol25 structures with the same formula, charge and spin (eV) = 3.044


Q: Which DFT total energy values were calculated for the entries above? A: -1087.65563, -342.91406, -925.36607, -1664.94313, -753.97335, -3701.68082, in Ha.